Here is the ion C6H6N3O4 with charge -1 at a distorted geometry from the OMol25 dataset. Energies are from the ωB97M-V functional and the def2-TZVPD basis.

XYZ file:
```
19
C6H6N3O4, DFT the ωB97M-V functional and the def2-TZVPD basis
C -2.31 0.23 -0.91
C -1.67 -0.46 0.31
O -0.38 -0.81 -0.15
C 0.38 -1.48 0.79
O -0.13 -2.20 1.63
N 1.43 -2.08 -0.21
C 2.22 -1.50 -0.91
O 2.97 -1.03 -1.69
O 1.04 -0.42 1.66
N 1.22 0.88 1.46
C 1.40 1.35 0.28
C 1.63 2.77 0.23
N 1.89 3.86 0.07
H -2.89 -0.62 -1.46
H -3.00 0.99 -0.67
H -1.57 0.52 -1.52
H -2.26 -1.30 0.78
H -1.40 0.37 1.04
H 1.44 0.93 -0.74
```

Properties
Spin multiplicity ... 1
Structure (SMILES) ... CCO[C@@]([O-])(N=C=O)O/N=C/C#N
HOMO-LUMO gap ... 9.209 eV
Charge ... -1
HOMO energy ... -0.209 hartree



Here is a structure of composition C6H6N3P at a distorted geometry from the OMol25 dataset. Energies are from the ωB97M-V functional and the def2-TZVPD basis.

XYZ file:
```
16
C6H6N3P, DFT the ωB97M-V functional and the def2-TZVPD basis
C 2.52 -0.08 0.61
C 1.41 -1.72 -0.56
C 0.14 1.59 -0.25
C -2.14 -0.37 -0.61
C 1.25 -0.45 0.11
C 0.78 0.60 -0.85
N 3.48 0.28 1.14
N 1.62 -2.82 -0.76
N -0.73 1.81 0.58
P -1.77 0.64 0.64
H -2.82 0.11 -1.34
H -1.63 -1.28 -0.76
H 0.52 -0.60 0.97
H 1.29 0.57 -1.77
H -1.14 0.30 1.68
H -2.77 1.43 1.17
```

Properties
Spin multiplicity ... 1
HOMO-LUMO gap (alpha / beta) ... 7.950 / 7.951 eV
Charge ... 0
HOMO energy (alpha / beta) ... -0.319 / -0.319 hartree



Computed values of ΔE to the lowest compared entry with this formula, charge and spin (unit: kcal per mole) for the preceding records, in sequence: 0.42, 109.90.